Version w
C5H10O2 | ωB97M-V with the def2-TZVPD basis set

Atoms and positions in Å:
C1 0.473 -0.540 0.406
C2 -0.803 0.113 -0.341
C3 0.629 0.475 -0.586
C4 -1.597 0.887 0.618
C5 -1.615 -0.833 -1.165
O1 3.475 -0.082 0.973
O2 1.313 1.114 -1.355
H1 0.573 -0.259 1.443
H2 0.848 -1.522 0.261
H3 -2.645 0.536 0.613
H4 -1.485 1.999 0.519
H5 -1.259 0.614 1.532
H6 -2.261 -1.621 -0.693
H7 -0.916 -1.365 -1.844
H8 -2.324 -0.293 -1.854
H9 3.998 0.015 0.193
H10 3.595 0.760 1.280

Net charge: 0
Multiplicity: 3
Orbital gap (alpha / beta): 0.2428 / 0.2950 Eh


Version x
C5H10O2 | ωB97M-V with the def2-TZVPD basis set

Atoms and positions in Å:
C1 -1.542 0.035 0.368
C2 -0.939 -1.275 0.072
C3 -2.872 0.396 -0.196
C4 2.761 1.286 -0.163
C5 3.127 0.034 0.106
O1 -0.519 -0.138 -0.576
O2 2.417 -1.046 -0.280
H1 -1.301 0.475 1.477
H2 -1.569 -1.920 -0.574
H3 -2.870 -0.179 -1.244
H4 -3.172 1.483 -0.178
H5 -3.800 0.037 0.338
H6 1.770 1.594 -0.422
H7 -0.423 -1.745 0.919
H8 3.266 2.118 0.454
H9 4.143 -0.280 0.421
H10 1.522 -0.873 -0.524

Net charge: 0
Multiplicity: 3
Orbital gap (alpha / beta): 0.2069 / 0.3480 Eh


The relative energies come out as version w 0.0; version x 152.4, with values in kJ/mol.


Version w
CH4ClPS | ωB97M-V with the def2-TZVPD basis set

Atoms and positions in Å:
C1 1.683 -0.980 0.114
P1 -1.047 0.899 0.051
S1 -1.745 -0.916 0.058
Cl1 1.500 0.628 0.193
H1 1.595 -1.137 -0.932
H2 1.282 -1.566 0.915
H3 -1.347 1.372 -1.125
H4 -1.921 1.700 0.725

Net charge: 0
Orbital gap (alpha / beta): 0.2670 / 0.2757 Eh


Version x
CH4ClPS | ωB97M-V with the def2-TZVPD basis set

Atoms and positions in Å:
C1 -1.482 0.980 0.144
P1 1.127 -1.192 -0.076
S1 1.217 0.793 -0.231
Cl1 -1.806 -0.653 0.011
H1 -1.674 1.591 -0.717
H2 -1.482 1.384 1.141
H3 1.962 -1.521 -1.148
H4 2.139 -1.381 0.876

Net charge: 0
Orbital gap (alpha / beta): 0.2739 / 0.2872 Eh


The relative energies come out as version w 130.3; version x 0.0, with values in kJ/mol.


Version w
C3H5NO3S | ωB97M-V with the def2-TZVPD basis set

Atoms and positions in Å:
C1 -1.121 0.480 -1.842
O1 -1.780 0.387 -0.585
C2 -1.041 0.193 0.457
S1 -1.497 -0.066 2.002
O2 0.264 0.163 0.061
N1 1.246 0.227 0.941
C3 1.766 -0.992 1.266
O3 2.617 -1.240 2.135
H1 -0.399 -0.301 -2.141
H2 -0.554 1.397 -1.921
H3 -1.924 0.376 -2.533
H4 1.182 1.037 1.674
H5 1.241 -1.661 0.487

Net charge: 0
SMILES: COC(=S)ONC=O
Orbital gap: 0.3687 Eh


Version x
C3H5NO3S | ωB97M-V with the def2-TZVPD basis set

Atoms and positions in Å:
C1 -0.055 -0.565 1.598
S1 0.174 1.165 1.020
C2 0.112 0.834 -0.644
O1 -0.109 -0.330 -1.209
C3 0.072 2.160 -1.582
N1 0.020 3.387 -0.995
O2 -0.248 4.424 -1.603
O3 0.193 3.409 0.207
H1 -0.301 -0.484 2.684
H2 0.710 -1.320 1.377
H3 -0.888 -1.042 0.946
H4 0.005 -0.444 -2.203
H5 -0.132 1.975 -2.698

Net charge: 0
SMILES: CS/C(O)=C\[N+](=O)[O-]
Orbital gap: 0.3103 Eh


The relative energies come out as version w 0.0; version x 239.6, with values in kJ/mol.


Version w
C3H4N2S2 | ωB97M-V with the def2-TZVPD basis set

Atoms and positions in Å:
C1 -0.201 0.449 0.049
C2 0.823 -1.611 0.763
C3 -0.539 1.783 -0.565
N1 -1.011 -0.555 -0.052
N2 -0.587 -1.650 0.555
S1 1.323 0.117 0.692
S2 1.002 -2.462 -0.838
H1 1.187 -2.166 1.569
H2 -1.246 1.547 -1.392
H3 0.474 2.116 -0.937
H4 -1.226 2.431 0.154

Net charge: 0
Orbital gap (alpha / beta): 0.2672 / 0.2525 Eh


Version x
C3H4N2S2 | ωB97M-V with the def2-TZVPD basis set

Atoms and positions in Å:
S1 1.608 -0.378 2.829
S2 0.409 -1.657 1.779
N1 -0.169 -0.475 0.178
C1 0.214 -0.831 -1.093
C2 -0.281 0.130 -1.925
N2 -0.920 1.077 -1.162
C3 -0.939 0.686 0.055
H1 0.575 0.512 2.948
H2 0.958 -1.579 -1.308
H3 -0.442 0.141 -3.001
H4 -1.152 1.354 0.872

Net charge: 0
SMILES: SSn1ccnc1
Orbital gap: 0.2889 Eh


Version y
C3H4N2S2 | ωB97M-V with the def2-TZVPD basis set

Atoms and positions in Å:
C1 1.829 0.804 0.123
C2 0.455 0.287 0.008
N1 0.317 -1.018 0.070
N2 -0.839 -1.716 -0.226
C3 -2.005 -1.230 -0.022
S1 -2.559 0.668 0.547
S2 -0.859 1.378 -0.358
H1 1.990 1.470 0.952
H2 2.020 1.382 -0.822
H3 2.431 -0.216 0.154
H4 -2.780 -1.809 -0.425

Net charge: 0
SMILES: CC1=NN=CSS1
Orbital gap: 0.3144 Eh


Version z
C3H4N2S2 | ωB97M-V with the def2-TZVPD basis set

Atoms and positions in Å:
C1 0.050 -1.389 0.723
C2 -0.465 -1.605 2.006
N1 -1.028 -0.581 2.564
S1 -1.056 0.753 1.509
C3 -0.229 -0.150 0.277
H1 0.510 -2.108 0.104
H2 -0.459 -2.471 2.610
H3 -0.069 0.310 -0.568
N2 0.987 2.884 -3.276
S2 -0.146 1.907 -2.910
H4 1.905 2.449 -3.039

Net charge: 0
SMILES: c1cnsc1.N=S
Orbital gap (alpha / beta): 0.2730 / 0.2728 Eh


The relative energies come out as version w 139.9; version x 0.0; version y 66.0; version z 83.2, with values in kJ/mol.


Version w
CH2O3P2 | ωB97M-V with the def2-TZVPD basis set

Atoms and positions in Å:
C1 2.522 1.494 2.786
O1 2.958 2.514 2.783
O2 0.331 -0.491 2.961
O3 0.689 0.979 0.995
P1 0.637 0.873 2.593
P2 0.852 0.114 -0.468
H1 -0.499 0.481 -0.642
H2 0.068 -1.065 -0.158

Net charge: 0
Orbital gap: 0.3214 Eh


Version x
CH2O3P2 | ωB97M-V with the def2-TZVPD basis set

Atoms and positions in Å:
C1 1.826 -0.184 -0.707
O1 2.712 0.356 -0.230
O2 -0.456 -1.959 -1.006
O3 0.040 0.010 0.603
P1 0.603 -1.405 -0.165
P2 -1.554 0.452 0.418
H1 -1.309 1.552 -0.470
H2 -1.863 1.177 1.557

Net charge: 0
Orbital gap (alpha / beta): 0.2968 / 0.2968 Eh


The relative energies come out as version w 0.0; version x 29.0, with values in kJ/mol.


Version w
C4H12N3 | ωB97M-V with the def2-TZVPD basis set

Atoms and positions in Å:
C1 -0.203 -2.635 -1.070
C2 -0.225 -1.284 -0.346
C3 1.526 0.481 -0.331
N1 0.760 -0.354 -0.932
H1 -0.135 -2.515 -2.152
H2 0.664 -3.198 -0.730
H3 -1.140 -3.125 -0.809
H4 -1.192 -0.782 -0.405
H5 0.018 -1.401 0.706
H6 1.808 1.359 -0.899
H7 1.896 0.222 0.647
H8 0.644 -0.233 -1.935
N2 -0.147 1.181 1.821
C4 -0.898 1.954 0.931
N3 -0.342 2.633 0.027
H9 0.639 1.690 2.205
H10 -0.701 0.790 2.567
H11 -1.974 1.954 1.126
H12 -0.998 3.262 -0.421

Net charge: +1
Orbital gap: 0.3393 Eh


Version x
C4H12N3 | ωB97M-V with the def2-TZVPD basis set

Atoms and positions in Å:
N1 -1.542 2.410 1.603
C1 -1.289 0.969 1.345
C2 -0.022 0.969 0.350
C3 0.224 -0.484 -0.142
N2 0.683 -1.531 0.571
C4 0.230 -0.700 -1.449
N3 1.124 -1.882 -2.096
H1 -1.832 2.892 0.699
H2 -0.692 2.873 1.798
H3 -0.914 0.416 2.313
H4 -2.242 0.387 1.064
H5 0.842 1.352 0.908
H6 -0.339 1.586 -0.505
H7 1.629 -1.285 1.028
H8 0.269 -1.841 1.442
H9 -0.016 0.009 -2.265
H10 1.740 -1.377 -2.819
H11 1.618 -2.211 -1.257
H12 0.528 -2.552 -2.585

Net charge: +1
SMILES: NCC/C(N)=C/[NH3+]
Orbital gap: 0.3211 Eh


Version y
C4H12N3 | ωB97M-V with the def2-TZVPD basis set

Atoms and positions in Å:
C1 -1.654 1.135 0.412
C2 -0.740 0.073 1.067
N1 -1.497 -0.688 2.084
C3 -0.294 -0.838 -0.070
N2 0.723 -0.079 -0.749
C4 1.661 -0.551 -1.547
N3 2.804 0.056 -1.915
H1 -1.969 2.067 1.077
H2 -2.705 0.643 0.181
H3 -1.102 1.591 -0.461
H4 0.098 0.743 1.388
H5 -0.967 -1.271 2.755
H6 -2.015 -0.064 2.678
H7 0.135 -1.797 0.249
H8 -1.135 -1.062 -0.665
H9 0.658 0.910 -0.403
H10 1.460 -1.590 -1.960
H11 3.058 0.981 -1.515
H12 3.479 -0.261 -2.606

Net charge: +1
SMILES: C[C@@H](N)CNC=[NH2+]
Orbital gap: 0.3477 Eh


Version z
C4H12N3 | ωB97M-V with the def2-TZVPD basis set

Atoms and positions in Å:
C1 -0.762 1.414 -0.473
C2 -0.497 0.405 -1.547
C3 -0.339 -0.972 -0.970
N1 0.343 -1.096 1.892
C4 1.219 -1.338 0.964
N2 1.042 -0.962 -0.276
N3 -0.198 1.092 0.872
H1 -1.831 1.550 -0.279
H2 -0.439 2.460 -0.756
H3 -1.283 0.405 -2.314
H4 0.420 0.653 -2.174
H5 -1.136 -1.046 -0.221
H6 -0.359 -1.841 -1.617
H7 -0.253 -1.558 2.558
H8 2.324 -1.342 1.204
H9 1.794 -0.654 -0.878
H10 -0.203 -0.064 1.262
H11 0.802 1.357 1.043
H12 -0.642 1.536 1.709

Net charge: +1
Orbital gap: 0.3869 Eh


The relative energies come out as version w 35.1; version x 168.5; version y 0.0; version z 92.7, with values in kJ/mol.